Below is 2 unconnected molecules or ions with the total composition C2H3BrOS at a distorted geometry, with properties calculated with ωB97M-V with the def2-TZVPD basis set.

Results
**F_max**: 0.0500 Eh/bohr
**HOMO (alpha / beta)**: -8.837 / -8.861 eV
**DFT total energy**: -3125.22462 a.u.

The geometry in ORCA input format:
```
! wB97M-V def2-TZVPD RIJCOSX def2/J DEFGRID3
* xyz 0 1
H 1.15108 -0.40552 -1.03154
C 0.61629 -0.02307 -0.14752
Br -1.98935 1.13167 0.08405
S -1.49866 -2.76954 0.05865
H 0.53291 1.77179 0.63128
H 0.83058 -0.76224 0.65244
O 1.16779 1.21909 0.15740
C -0.81064 -0.16219 -0.40477
*
```

natural (NBO) population analysis, charges in e, atoms 1 to 6: atom 1 (H): 0.26, atom 2 (C): -0.30, atom 3 (Br): 0.20, atom 4 (S): -0.20, atom 5 (H): 0.47, atom 6 (H): 0.28

Below is a single C2H3BrS molecule at a distorted geometry, with properties calculated with ωB97M-V with the def2-TZVPD basis set.

Results
**SMILES string**: S=CCBr
**F_max**: 0.0543 Eh/bohr
**HOMO**: -9.158 eV
**DFT total energy**: -3050.15537 a.u.

The geometry in ORCA input format:
```
! wB97M-V def2-TZVPD RIJCOSX def2/J DEFGRID3
* xyz 0 1
H -0.09305 1.57773 0.45057
Br 1.48204 -0.74857 1.12064
C -0.05419 0.78501 -0.45322
H -0.87921 -0.64632 1.05309
S 0.22332 1.13166 -2.02760
H -0.42400 -1.53402 -0.30344
C -0.25490 -0.56549 0.15995
*
```

natural (NBO) population analysis, charges in e, atoms 1 to 6: atom 1 (H): 0.22, atom 2 (Br): -0.01, atom 3 (C): -0.32, atom 4 (H): 0.24, atom 5 (S): 0.10, atom 6 (H): 0.25

Below is a single C2H3BrS molecule at a distorted geometry, with properties calculated with ωB97M-V with the def2-TZVPD basis set.

Results
**SMILES string**: CC(=S)Br
**F_max**: 0.0510 Eh/bohr
**HOMO**: -9.170 eV
**DFT total energy**: -3050.17563 a.u.

The geometry in ORCA input format:
```
! wB97M-V def2-TZVPD RIJCOSX def2/J DEFGRID3
* xyz 0 1
H -1.41237 -0.53162 -0.47684
Br 2.07544 0.97489 -0.02396
H -0.69672 1.29334 -0.51910
C 0.70344 -0.39539 -0.02598
S 1.04306 -1.92983 -0.00134
C -0.71372 0.21328 -0.03286
H -0.99913 0.37532 1.08009
*
```

natural (NBO) population analysis, charges in e, atoms 1 to 6: atom 1 (H): 0.25, atom 2 (Br): 0.04, atom 3 (H): 0.24, atom 4 (C): -0.24, atom 5 (S): 0.16, atom 6 (C): -0.70

Below is a single C2H3BrS molecule at a distorted geometry, with properties calculated with ωB97M-V with the def2-TZVPD basis set.

Results
**F_max**: 0.1122 Eh/bohr
**HOMO (alpha / beta)**: -7.035 / -10.144 eV
**⟨S²⟩**: 2.01
**DFT total energy**: -3050.05295 a.u.

The geometry in ORCA input format:
```
! wB97M-V def2-TZVPD RIJCOSX def2/J DEFGRID3
* xyz 0 3
C -0.73872 0.70652 0.01117
H 0.22310 -1.58686 0.53025
C 0.51431 -0.60897 -0.10880
H -0.26561 1.65096 -0.42558
Br 2.00989 0.26110 0.49969
H 0.49680 -0.87110 -1.10747
S -2.23978 0.44835 0.60074
*
```

natural (NBO) population analysis, charges in e, atoms 1 to 6: atom 1 (C): -0.62, atom 2 (H): 0.24, atom 3 (C): -0.48, atom 4 (H): 0.25, atom 5 (Br): 0.09, atom 6 (H): 0.21